1 | This record from OMol25 describes 2 unconnected molecules or ions with the total composition C14H16O2. The level of theory is wB97M-V/def2-TZVPD.

Geometry as XYZ:
```
32
C14H16O2 wB97M-V/def2-TZVPD
O -0.309 3.330 0.723
O -0.050 -2.844 1.898
C -0.582 -1.955 0.988
C -2.635 0.766 -1.415
C -2.053 -0.280 -0.594
C 0.525 1.796 -0.906
C 2.825 -1.091 -0.660
C -1.857 0.071 0.826
C 2.169 0.100 -0.219
C 2.204 0.670 1.023
C 0.520 2.285 0.414
C 1.378 0.722 -1.166
C -1.059 -2.441 -0.212
C 1.395 1.775 1.378
C -1.102 -0.863 1.618
C -1.625 -1.551 -1.098
H 2.052 -1.926 -0.339
H 1.282 2.087 2.366
H 0.967 -3.058 1.789
H -2.036 -1.887 -2.093
H 0.099 3.973 1.391
H -1.051 -3.581 -0.467
H 2.883 0.418 1.827
H 1.495 0.522 -2.219
H -1.909 1.442 -1.829
H -3.198 0.118 -2.165
H 2.885 -1.295 -1.783
H 3.788 -1.289 -0.095
H -1.134 -0.597 2.547
H -2.353 0.941 1.286
H -3.539 1.307 -1.074
H 0.025 2.335 -1.741
```

Summary:
net charge: 0
Kohn-Sham gap: 8.925 eV
spin multiplicity: 1
E_HOMO: -8.17 eV
lowest unoccupied orbital energy: 0.76 eV

2 | This record from OMol25 describes 2 unconnected molecules or ions with the total composition C14H16O2. The level of theory is wB97M-V/def2-TZVPD.

Geometry as XYZ:
```
32
C14H16O2 wB97M-V/def2-TZVPD
O -1.346 2.887 1.831
O 1.400 -2.714 -1.400
C -0.585 1.181 3.290
C 0.550 1.574 1.200
C -0.894 -1.913 -1.805
C -2.005 1.563 -2.783
C -1.672 -0.825 -2.169
C 1.945 -1.598 2.777
C 1.258 0.382 1.310
C 0.489 -1.829 -1.923
C 1.137 -0.378 2.476
C 0.197 0.231 -3.146
C 0.194 0.033 3.411
C -1.140 0.326 -2.772
C 0.999 -0.829 -2.745
C -0.463 1.891 2.103
H -1.391 -2.811 -1.452
H 2.825 -1.362 3.375
H -2.785 1.522 -3.534
H -1.303 1.483 4.038
H -2.470 1.608 -1.799
H 1.372 -2.348 3.314
H 1.831 -0.049 0.496
H -1.185 3.319 1.019
H 0.633 1.132 -3.563
H 0.924 2.287 0.500
H 2.423 -2.084 1.920
H 1.156 -2.881 -0.481
H -1.414 2.470 -2.894
H 2.001 -0.961 -3.109
H -0.005 -0.587 4.282
H -2.677 -0.720 -1.767
```

Summary:
net charge: 0
Kohn-Sham gap: 9.048 eV
spin multiplicity: 1
E_HOMO: -8.34 eV
lowest unoccupied orbital energy: 0.71 eV

Of them, the most stable is 2 and the least stable is 1.

1 | This record from OMol25 describes C2H2ClFO2 in the gas phase. The level of theory is wB97M-V/def2-TZVPD.

Geometry as XYZ:
```
8
C2H2ClFO2 wB97M-V/def2-TZVPD
Cl -2.997 0.134 -0.372
F -0.766 1.543 0.896
O 0.777 -0.253 0.158
O -1.537 -1.386 1.040
C -1.570 -0.491 0.257
C -0.364 0.393 -0.115
H -0.511 0.911 -1.100
H 0.663 -1.128 0.602
```

Summary:
net charge: 0
Kohn-Sham gap: 11.590 eV
spin multiplicity: 1
E_HOMO: -11.50 eV
lowest unoccupied orbital energy: 0.08 eV

2 | This record from OMol25 describes 2 unconnected molecules or ions with the total composition C2H2ClFO2. The level of theory is wB97M-V/def2-TZVPD.

Geometry as XYZ:
```
8
C2H2ClFO2 wB97M-V/def2-TZVPD
Cl -1.327 -1.041 1.663
F -0.274 -0.905 -1.649
O 1.315 0.526 -0.590
O -1.259 1.281 0.573
C -0.715 0.212 0.679
C 0.464 -0.230 -0.026
H 0.982 1.303 -1.103
H 0.813 -1.146 0.452
```

Summary:
net charge: 0
Kohn-Sham gap: 10.166 eV
spin multiplicity: 1
E_HOMO: -11.71 eV
lowest unoccupied orbital energy: -1.54 eV

Of them, the most stable is 1 and the least stable is 2.

1 | This record from OMol25 describes C24H28N4O5S in the gas phase. The level of theory is wB97M-V/def2-TZVPD.

Geometry as XYZ:
```
62
C24H28N4O5S wB97M-V/def2-TZVPD
S -3.737 2.943 0.216
O -4.705 3.218 -0.793
O 4.164 -0.167 -0.257
O -3.392 3.981 1.136
O -0.789 -6.284 -0.098
O -0.311 -0.061 1.065
N -2.313 2.467 -0.527
N 1.573 -0.396 -0.166
N 4.183 2.060 0.120
N -4.171 1.524 0.981
C 0.344 -4.377 -0.822
C -3.191 0.711 -2.071
C -3.248 1.175 2.043
C -0.832 1.074 -1.523
C -0.112 1.977 -0.656
C -1.443 -0.636 -3.062
C -0.455 0.056 -2.393
C 1.309 2.000 -0.391
C 5.624 2.190 0.224
C -2.791 -0.321 -2.899
C -2.199 1.400 -1.395
C -1.049 2.796 -0.094
C -1.095 -4.177 1.095
C -0.761 -2.840 1.182
C 0.423 -0.810 0.444
C 0.679 -3.046 -0.722
C -1.672 -6.938 0.783
C 2.070 0.906 -0.203
C 6.131 3.169 -0.832
C 3.564 0.890 -0.111
C 0.135 -2.257 0.291
C 6.007 2.641 1.631
C -5.563 1.537 1.383
C -0.540 -4.963 0.089
H 1.752 2.984 -0.323
H -1.191 -2.220 1.954
H 6.028 1.191 0.031
H -6.141 1.925 0.548
H -1.305 -6.910 1.813
H -5.876 0.517 1.603
H 0.754 -4.998 -1.603
H 5.722 4.163 -0.657
H 0.586 -0.181 -2.547
H -2.272 0.954 1.616
H 7.215 3.230 -0.794
H -1.169 -1.439 -3.731
H 5.836 2.840 -1.825
H -3.154 1.989 2.771
H 1.349 -2.621 -1.454
H 5.594 3.626 1.841
H 7.088 2.692 1.726
H -4.225 0.989 -1.952
H -5.732 2.169 2.262
H 5.626 1.939 2.369
H 3.638 2.889 0.288
H -2.676 -6.503 0.741
H -1.786 -4.595 1.811
H -1.713 -7.971 0.443
H -3.618 0.283 2.544
H -3.535 -0.888 -3.439
H 2.311 -1.078 -0.330
H -0.943 3.584 0.625
```

Summary:
net charge: 0
Kohn-Sham gap: 8.261 eV
spin multiplicity: 1
E_HOMO: -7.94 eV
lowest unoccupied orbital energy: 0.32 eV

2 | This record from OMol25 describes C24H28N4O5S in the gas phase. The level of theory is wB97M-V/def2-TZVPD.

Geometry as XYZ:
```
62
C24H28N4O5S wB97M-V/def2-TZVPD
S -5.107 1.744 -0.263
O -2.998 -2.790 -1.667
O -0.745 -0.745 0.624
O -1.853 -4.728 -1.355
O -5.894 2.166 0.857
O -5.633 1.886 -1.588
N 3.778 0.186 -0.298
N 0.965 0.150 -0.512
N -3.699 2.628 -0.213
N -2.773 -3.562 0.407
C 7.279 -0.948 -0.287
C 1.713 -1.093 -0.453
C -0.234 0.233 0.100
C 3.040 1.425 -0.344
C -2.467 -3.799 -0.916
C -1.763 1.539 -1.299
C -3.004 2.735 1.045
C -4.631 0.032 -0.003
C -3.977 -1.674 1.573
C -0.992 1.562 0.031
C -3.591 -1.907 -0.816
C 7.956 0.200 0.090
C 7.235 1.350 0.355
C -3.460 -2.379 0.501
C 5.904 -0.947 -0.398
C -4.186 -0.697 -1.096
C -2.833 2.632 -1.363
C -1.947 1.646 1.227
C 5.855 1.357 0.256
C -2.311 -4.384 1.490
C 1.740 1.197 -1.130
C 3.005 -0.866 0.332
C 5.162 0.206 -0.124
C -4.557 -0.445 1.295
H -1.766 -5.221 1.057
H -3.156 -4.756 2.071
H -1.070 1.665 -2.134
H 2.000 0.874 -2.145
H -2.533 3.725 1.082
H 9.032 0.198 0.173
H -4.307 -0.316 -2.096
H 5.322 2.264 0.493
H -3.759 2.681 1.828
H 1.947 -1.415 -1.472
H 2.743 -0.584 1.366
H 2.789 1.797 0.665
H 1.181 2.127 -1.197
H -2.236 0.563 -1.400
H -3.899 -2.045 2.582
H -1.373 1.850 2.134
H 5.398 -1.845 -0.720
H -0.318 2.421 0.061
H -3.470 2.500 -2.238
H -2.425 0.675 1.348
H 3.583 -1.787 0.365
H -4.954 0.174 2.084
H -2.358 3.618 -1.420
H -1.647 -3.808 2.138
H 3.632 2.178 -0.865
H 7.747 2.253 0.654
H 7.828 -1.852 -0.506
H 1.089 -1.842 0.034
```

Summary:
net charge: 0
Kohn-Sham gap: 8.611 eV
spin multiplicity: 1
E_HOMO: -8.20 eV
lowest unoccupied orbital energy: 0.41 eV

Of them, the most stable is 2 and the least stable is 1.

1 | This record from OMol25 describes 2 unconnected molecules or ions with the total composition C6H16NO2. The level of theory is wB97M-V/def2-TZVPD.

Geometry as XYZ:
```
25
C6H16NO2 wB97M-V/def2-TZVPD
O 2.175 -1.402 0.124
O 3.305 0.638 -0.099
N -0.722 -0.697 0.165
C -1.967 -0.809 1.056
C -0.267 0.717 -0.005
C -0.944 -1.663 -0.956
C -1.026 1.437 -1.018
C 0.220 1.389 1.255
C 2.434 -0.265 -0.555
H 2.299 -0.057 -1.635
H 2.803 -1.328 0.813
H -0.398 2.231 1.620
H -2.203 -1.762 1.319
H -2.693 -0.115 0.576
H 0.123 -1.189 0.453
H 3.488 1.264 -0.792
H -1.315 0.862 -1.857
H 1.058 2.001 1.049
H -1.869 1.988 -0.501
H 0.017 -1.921 -1.293
H -1.534 -1.193 -1.737
H -1.770 -0.463 2.115
H -1.345 -2.728 -0.755
H 0.656 0.722 1.888
H -0.525 2.342 -1.229
```

Summary:
net charge: +1
Kohn-Sham gap (spin up / spin down): 9.050 / 6.896 eV
spin multiplicity: 1
E_HOMO (spin up / spin down): -11.65 / -10.41 eV
lowest unoccupied orbital energy (spin up / spin down): -2.60 / -3.51 eV

2 | This record from OMol25 describes 2 unconnected molecules or ions with the total composition C6H16NO2. The level of theory is wB97M-V/def2-TZVPD.

Geometry as XYZ:
```
25
C6H16NO2 wB97M-V/def2-TZVPD
O 2.011 -0.236 1.299
O 1.872 -1.299 -0.619
N -0.949 -0.258 0.642
C 2.136 0.943 -2.203
C -1.656 -0.220 -0.626
C 1.844 -0.190 0.013
C 1.702 1.073 -0.743
C -1.395 0.787 1.546
C -1.038 -1.570 1.262
H 0.644 1.355 -0.719
H -2.715 -0.473 -0.520
H -1.200 -0.929 -1.313
H -1.272 1.760 1.072
H 1.958 0.609 1.776
H -0.799 0.754 2.458
H -0.420 -1.588 2.158
H 3.192 0.701 -2.272
H 1.967 1.885 -2.716
H -2.448 0.672 1.823
H 2.257 1.869 -0.238
H -1.592 0.779 -1.055
H -0.683 -2.324 0.562
H 1.978 -2.087 -0.052
H 1.568 0.168 -2.708
H -2.065 -1.825 1.547
```

Summary:
net charge: +1
Kohn-Sham gap: 8.390 eV
spin multiplicity: 1
E_HOMO: -12.48 eV
lowest unoccupied orbital energy: -4.09 eV

Of them, the most stable is 2 and the least stable is 1.

1 | This record from OMol25 describes a gas-phase ion, C7H13N2O2 (charge +1). The level of theory is wB97M-V/def2-TZVPD.

Geometry as XYZ:
```
24
C7H13N2O2 wB97M-V/def2-TZVPD
O -0.199 -0.742 -0.099
O -1.483 -0.882 1.644
N -1.972 -2.344 0.050
N 0.313 -0.757 -1.395
C 1.532 -0.072 -1.424
C 0.764 1.549 0.403
C -0.636 2.064 0.657
C 1.573 1.186 1.561
C -2.008 -3.071 -1.031
C -1.224 -1.222 0.523
C 1.238 1.424 -0.913
H -1.324 1.090 0.887
H -1.545 -2.875 -2.022
H -2.646 -2.727 0.673
H 1.247 0.330 2.037
H 2.239 1.979 -0.911
H 0.346 1.724 -1.527
H 1.852 -0.186 -2.376
H 1.612 2.063 2.396
H -2.527 -3.944 -1.128
H 2.539 0.775 1.434
H 2.152 -0.568 -0.734
H -1.106 2.490 -0.165
H -0.736 2.715 1.460
```

Summary:
net charge: +1
Kohn-Sham gap (spin up / spin down): 5.890 / 5.005 eV
spin multiplicity: 1
E_HOMO (spin up / spin down): -11.21 / -10.66 eV
lowest unoccupied orbital energy (spin up / spin down): -5.32 / -5.66 eV

2 | This record from OMol25 describes 2 unconnected molecules or ions with the total composition C7H13N2O2. The level of theory is wB97M-V/def2-TZVPD.

Geometry as XYZ:
```
24
C7H13N2O2 wB97M-V/def2-TZVPD
O -0.244 2.175 -2.382
O -2.175 1.381 -1.487
N -1.751 -0.229 0.530
N 0.168 2.554 0.414
C 0.197 -0.972 -1.584
C 0.040 -0.250 2.230
C 0.612 -0.760 -0.126
C -1.136 1.695 -1.873
C 0.002 1.439 0.536
C 2.015 -0.230 -0.074
C -0.326 0.063 0.754
H 2.715 -0.853 0.617
H 1.059 0.183 2.334
H 0.775 -1.856 0.125
H 0.264 -0.048 -2.203
H 2.035 0.915 0.121
H 0.991 -1.531 -2.017
H -2.327 0.420 1.176
H -2.019 -0.046 -0.413
H 0.024 -1.318 2.400
H -1.944 -1.192 0.869
H -0.714 0.162 2.889
H -0.800 -1.308 -1.809
H 2.542 -0.394 -1.026
```

Summary:
net charge: +1
Kohn-Sham gap: 11.780 eV
spin multiplicity: 1
E_HOMO: -15.41 eV
lowest unoccupied orbital energy: -3.63 eV

Of them, the most stable is 2 and the least stable is 1.

1 | This record from OMol25 describes CH5N2PS in the gas phase. The level of theory is wB97M-V/def2-TZVPD.

Geometry as XYZ:
```
10
CH5N2PS wB97M-V/def2-TZVPD
S -0.375 2.095 0.115
P -1.402 1.464 -1.676
N 0.229 0.455 -0.126
N 0.939 -0.085 0.765
C 1.137 -1.449 0.718
H -2.350 2.386 -1.291
H 2.269 -1.621 0.593
H 0.871 -1.766 1.695
H 0.647 -2.029 -0.070
H -1.965 0.551 -0.723
```

Summary:
net charge: 0
expectation value of S²: 2.008
Kohn-Sham gap (spin up / spin down): 7.178 / 6.814 eV
spin multiplicity: 3
E_HOMO (spin up / spin down): -6.71 / -8.65 eV
lowest unoccupied orbital energy (spin up / spin down): 0.47 / -1.83 eV

2 | This record from OMol25 describes CH5N2PS in the gas phase. The level of theory is wB97M-V/def2-TZVPD.

Geometry as XYZ:
```
10
CH5N2PS wB97M-V/def2-TZVPD
S -2.450 0.456 -0.292
P 1.627 0.385 -0.343
N 0.161 0.714 0.441
N -0.693 -1.618 0.260
C -1.075 -0.352 0.160
H -0.197 1.606 0.022
H -1.386 -2.401 0.367
H 1.413 1.423 -1.299
H 0.303 -1.751 0.457
H 2.298 1.538 0.226
```

Summary:
net charge: 0
expectation value of S²: 2.006
Kohn-Sham gap (spin up / spin down): 6.086 / 6.733 eV
spin multiplicity: 3
E_HOMO (spin up / spin down): -5.28 / -9.37 eV
lowest unoccupied orbital energy (spin up / spin down): 0.80 / -2.64 eV

Of them, the most stable is 2 and the least stable is 1.